Record 1
27
Properties=species:S:1:pos:R:3:lowdin_charge:R:1 method="wB97M-V/def2-TZVPD" orbital_gap_ev=10.21 max_force_ev_per_a=8.03 charge=0 smiles="CN(C[C@@H]1CO1)S(=O)(=O)C(F)(F)C(F)(F)C(F)(F)F" molar_mass_g_mol=319.20 de_lowest_kcal_mol=4.57
O -0.9964 -1.3565 1.5044 -0.28
O -1.0076 -1.5533 -0.9095 -0.27
F -4.7966 1.8239 0.9489 0.13
F -5.2504 1.4784 -1.1921 0.14
F -3.7119 2.9576 -0.6451 0.16
F -3.0902 0.1724 -1.7035 0.14
F -3.7063 -0.5001 0.3165 0.15
F -1.9744 1.4422 1.4126 0.13
F -1.1958 1.8467 -0.6328 0.13
O 4.2554 -1.0534 0.2059 -0.06
N 0.8614 -0.1839 0.3216 -0.26
C 1.3484 0.4508 1.5793 -0.06
C -4.2133 1.7353 -0.3138 -0.41
C 4.3338 -1.4723 -1.1412 -0.07
C 1.7506 -1.1867 -0.2875 -0.17
C -3.1948 0.5715 -0.3804 -0.36
C 3.1468 -0.6396 -0.5472 -0.26
C -1.8524 0.9430 0.1518 -0.46
S -0.8510 -0.6264 0.2368 0.83
H 0.6923 1.2644 1.9191 0.09
H 2.3322 0.8893 1.4028 0.09
H 1.4509 -0.2610 2.3802 0.08
H 5.0901 -0.9863 -1.7256 0.09
H 4.2527 -2.5214 -1.3933 0.11
H 1.8722 -2.0660 0.3913 0.15
H 1.3642 -1.5861 -1.2139 0.11
H 3.0900 0.4174 -0.6852 0.13

---

Record 2
113
Properties=species:S:1:pos:R:3:lowdin_charge:R:1 method="wB97M-V/def2-TZVPD" orbital_gap_ev=9.31 max_force_ev_per_a=3.10 charge=+1 molar_mass_g_mol=1212.90
C -2.7856 1.6740 -3.8222 -0.14
C -1.3413 2.3249 -3.5627 -0.25
C -0.1469 1.2450 -3.7548 -0.18
C 0.7680 1.0988 -2.4333 -0.23
C 0.7001 -0.4282 -1.9714 -0.37
S 0.9732 -0.6841 -0.1293 0.78
C -0.5264 -0.2058 0.8520 -0.31
C -1.3352 1.0403 0.2842 -0.38
C -1.2305 2.5243 0.8546 -0.04
N -2.1865 0.8607 -0.7038 0.15
P 2.6512 0.6192 0.3862 0.78
N 2.8462 0.3055 2.1174 -0.25
O 2.2110 2.2589 0.2484 -0.35
H -2.7704 0.6203 -3.3769 0.06
H -3.5721 2.3389 -3.3247 0.08
H -3.0397 1.5976 -4.9370 0.03
H -1.1500 3.2245 -4.2406 0.07
H -1.3726 2.7273 -2.4881 0.07
H 0.4630 1.5250 -4.6796 0.10
H -0.6861 0.2670 -4.0241 0.09
H 0.4585 1.8518 -1.6477 0.07
H 1.8273 1.3983 -2.7566 0.12
H -0.2505 -0.9639 -2.2726 0.09
H 1.5954 -0.9537 -2.4577 0.06
H -1.2387 -1.0995 0.8514 0.11
H -0.3042 0.0073 1.9536 0.10
H -2.0346 3.2131 0.4565 0.08
H -0.2167 3.0026 0.6904 0.06
H -1.3915 2.4462 1.9865 0.05
H -2.2133 -0.1307 -0.9913 0.06
H 3.8557 0.3819 2.2986 0.05
H 2.5200 -0.6695 2.2514 -0.02
H 2.2195 2.6911 1.1333 0.02
Cl -0.2500 6.2908 -3.8686 0.55
C 0.2261 6.5818 -2.1773 -0.66
C -0.5017 5.6660 -1.2148 -0.68
Cl -2.2380 6.0498 -1.1035 0.55
H 0.0415 7.6323 -1.9488 0.07
H 1.3013 6.4032 -2.1157 0.07
H -0.0883 5.7804 -0.2103 0.07
H -0.4042 4.6189 -1.5066 0.04
Cl -0.6993 2.5217 4.7136 0.58
C 1.0223 2.1075 4.5079 -0.71
C 1.9292 3.2933 4.7546 -0.64
Cl 1.7685 4.5319 3.4817 0.56
H 1.1565 1.7036 3.5038 0.01
H 1.2421 1.3193 5.2226 0.00
H 2.9716 2.9687 4.7501 0.07
H 1.7234 3.7647 5.7163 0.08
Cl -1.9380 -0.0145 -7.0058 0.55
C -1.2657 0.9123 -8.3703 -0.65
C -0.5176 2.1460 -7.9094 -0.64
Cl -1.6091 3.3762 -7.2239 0.56
H -2.0864 1.1672 -9.0423 0.04
H -0.5855 0.2442 -8.9019 0.07
H -0.0114 2.6101 -8.7579 0.08
H 0.2332 1.9021 -7.1565 0.05
Cl 0.1870 -3.7789 -0.9059 0.56
C 0.8471 -4.9975 -2.0283 -0.62
C 2.3448 -4.8542 -2.2111 -0.63
Cl 2.7757 -3.3694 -3.0982 0.59
H 0.3162 -4.9060 -2.9768 0.08
H 0.6180 -5.9760 -1.6030 0.08
H 2.7275 -5.6932 -2.7951 0.08
H 2.8683 -4.8387 -1.2544 0.03
Cl -4.9139 1.4366 -8.6942 0.55
C -6.4512 0.5372 -8.6720 -0.65
C -6.3767 -0.6971 -7.7970 -0.66
Cl -5.3115 -1.9471 -8.4875 0.53
H -6.7111 0.2851 -9.7009 0.07
H -7.2111 1.2190 -8.2859 0.07
H -7.3684 -1.1438 -7.7028 0.07
H -6.0139 -0.4582 -6.7965 0.07
Cl 2.0145 -3.1459 -8.1026 0.54
C 3.0906 -3.7296 -6.8086 -0.69
C 3.7003 -5.0772 -7.1353 -0.66
Cl 2.4878 -6.3826 -7.1222 0.53
H 2.5173 -3.7634 -5.8813 0.01
H 3.8803 -2.9845 -6.6941 0.07
H 4.4504 -5.3352 -6.3852 0.07
H 4.1836 -5.0730 -8.1129 0.07
Cl 2.5600 -0.6146 4.8017 0.64
C 2.4946 -1.3086 6.4447 -0.60
C 3.0372 -2.7211 6.4822 -0.65
Cl 1.9696 -3.8651 5.6314 0.53
H 1.4615 -1.2664 6.7926 0.08
H 3.0962 -0.6610 7.0850 0.08
H 3.1088 -3.0650 7.5156 0.08
H 4.0298 -2.7816 6.0339 0.07
Cl 3.7526 -3.9331 2.3561 0.52
C 3.9055 -5.5698 1.6683 -0.65
C 5.3295 -5.8889 1.2641 -0.65
Cl 5.8572 -4.9261 -0.1394 0.55
H 3.2221 -5.6465 0.8218 0.05
H 3.5729 -6.2680 2.4385 0.08
H 5.4053 -6.9386 0.9743 0.08
H 6.0290 -5.7097 2.0813 0.07
Cl -5.1216 3.3821 9.6310 0.54
C -4.2354 3.8007 8.1440 -0.66
C -3.5265 2.6028 7.5462 -0.66
Cl -2.1664 2.0538 8.5577 0.54
H -3.5360 4.6036 8.3809 0.07
H -4.9704 4.1866 7.4353 0.07
H -3.1092 2.8671 6.5725 0.04
H -4.2067 1.7614 7.4078 0.07
Cl -0.0347 0.3846 11.0872 0.52
C -1.5736 -0.5121 11.1348 -0.68
C -1.4965 -1.7309 12.0310 -0.66
Cl -0.4375 -2.9951 11.3555 0.53
H -1.8400 -0.7820 10.1121 0.05
H -2.3301 0.1781 11.5126 0.07
H -2.4883 -2.1739 12.1386 0.07
H -1.1276 -1.4757 13.0251 0.07

---

Record 3
13
Properties=species:S:1:pos:R:3:mulliken_spin:R:1 method="wB97M-V/def2-TZVPD" orbital_gap_ev="6.79 / 4.49" spin_multiplicity=2 max_force_ev_per_a=3.75 charge=-1 s_squared=0.757 molar_mass_g_mol=212.99 de_lowest_kcal_mol=0.00
Al 0.6208 2.5237 0.1513 0.00
N -3.0992 1.0560 -0.9907 0.00
O -3.3824 -0.0622 -0.6378 0.04
O -3.7002 1.5720 -1.8972 0.01
O -2.1498 1.6471 -0.4518 0.01
N -0.5634 -1.2384 1.0897 -0.03
O -1.6599 -1.6349 0.7734 0.39
O 0.3949 -1.9360 0.8329 0.36
O -0.3967 -0.0501 1.2826 0.21
N 3.5058 -0.4494 -0.0338 0.00
O 3.2085 -1.6447 -0.2859 0.00
O 2.5450 0.3074 0.1751 0.00
O 4.6766 -0.0905 -0.0079 0.00

---

Record 4
49
Properties=species:S:1:pos:R:3:mulliken_spin:R:1 method="wB97M-V/def2-TZVPD" orbital_gap_ev="6.81 / 5.54" spin_multiplicity=5 max_force_ev_per_a=1.08 charge=+2 s_squared=6.028 molar_mass_g_mol=943.78 de_lowest_kcal_mol=6.94
Os 0.1532 1.7023 1.4333 2.68
Se 2.7183 1.6768 1.7374 0.28
Te 3.7254 3.7893 2.4105 0.57
Te 1.6289 5.4876 2.0820 0.16
Se -0.2684 3.8798 2.2984 0.29
C -3.3621 2.2970 2.0448 0.01
P -2.1363 1.5318 0.9551 -0.03
C -2.7892 -0.1373 0.6423 0.00
C -2.1898 2.4231 -0.6202 0.03
C -2.8394 3.6438 -0.7840 0.01
C -2.8381 4.2581 -2.0268 0.00
C -2.1889 3.6676 -3.1022 0.01
C -1.5022 2.4726 -2.9334 0.01
C -1.4892 1.8592 -1.6929 0.00
H -3.0767 3.3164 2.2997 -0.01
H -3.4460 1.7164 2.9634 0.00
H -4.3259 2.3057 1.5350 0.00
H -3.8767 -0.0770 0.6124 0.00
H -2.4859 -0.8125 1.4431 0.00
H -2.4335 -0.5205 -0.3124 0.01
H -3.3522 4.1160 0.0441 0.00
H -3.3513 5.2011 -2.1587 0.00
H -2.2191 4.1381 -4.0756 0.00
H -0.9888 2.0202 -3.7713 0.00
H -0.9572 0.9242 -1.5533 -0.02
O 0.4293 -0.2794 1.0656 -0.02
S 0.4336 -1.2712 -0.1325 0.01
C 0.3843 -2.8645 0.6692 0.00
C 0.8137 -3.0248 1.9781 -0.01
C 0.7862 -4.2961 2.5277 0.00
C 0.3228 -5.3709 1.7791 0.00
C -0.1378 -5.1828 0.4831 0.00
C -0.1130 -3.9184 -0.0839 0.00
C 2.1083 -1.1957 -0.7617 0.02
C 2.2729 -0.8592 -2.0978 0.00
C 3.5593 -0.7545 -2.6057 0.00
C 4.6512 -0.9931 -1.7837 0.00
C 4.4691 -1.3378 -0.4488 0.00
C 3.1908 -1.4344 0.0740 0.00
H 1.1379 -2.1731 2.5614 -0.01
H 1.1268 -4.4469 3.5429 0.00
H 0.3064 -6.3604 2.2152 0.00
H -0.5231 -6.0174 -0.0859 0.00
H -0.4731 -3.7609 -1.0937 0.00
H 1.4173 -0.6910 -2.7409 0.00
H 3.7071 -0.4900 -3.6437 0.00
H 5.6525 -0.9141 -2.1853 0.00
H 5.3217 -1.5438 0.1840 0.00
H 3.0468 -1.6994 1.1124 0.00

---

Record 5
16
Properties=species:S:1:pos:R:3:lowdin_charge:R:1 method="wB97M-V/def2-TZVPD" orbital_gap_ev=10.94 max_force_ev_per_a=3.70 charge=0 smiles=C#CCCC[SiH3] molar_mass_g_mol=98.22 de_lowest_kcal_mol=86.23
C -0.1867 1.6527 0.3388 -0.16
C -0.1422 2.6717 -0.2261 0.11
C -0.4229 0.5056 1.1819 -0.19
C -0.2345 -0.9097 0.5007 -0.31
C 1.0895 -1.2883 -0.2268 -0.33
Si 0.3954 -1.3324 -1.9316 0.61
H -0.4253 3.5187 -0.7697 0.02
H -0.4574 -2.4115 -2.0209 -0.12
H -0.0993 0.5206 2.1987 0.11
H -1.4358 0.6001 1.3109 0.08
H -0.5794 -1.5680 1.2507 0.09
H -1.1147 -0.9424 -0.0892 0.03
H 1.9460 -0.6648 0.0353 0.07
H 1.3278 -2.3396 0.0463 0.07
H 0.9723 -1.7831 -3.3301 -0.07
H -0.9249 -0.5567 -1.8579 -0.03

---

Record 6
16
Properties=species:S:1:pos:R:3:lowdin_charge:R:1 method="wB97M-V/def2-TZVPD" orbital_gap_ev=8.95 max_force_ev_per_a=4.30 charge=0 molar_mass_g_mol=120.10 de_lowest_kcal_mol=128.10
C 0.1343 -0.8886 -0.4880 -0.48
C 0.1512 0.1305 0.5286 -0.38
C 0.6947 -2.2694 -0.3082 0.02
C -1.0134 1.9979 0.3421 -0.03
O 1.1407 0.1351 -0.4442 0.05
O -0.7752 -0.6210 -1.5395 0.02
O 0.4701 -0.0660 1.8023 0.04
O -0.5980 2.5566 -0.8699 -0.07
H 1.7599 -2.3179 -0.2065 0.07
H 0.6245 -3.0115 -1.1077 0.08
H 0.2901 -2.8681 0.5792 0.11
H -0.6629 2.4346 1.2622 0.08
H -2.0210 1.6831 0.3692 0.07
H -0.6025 0.3781 -1.6826 0.13
H 1.4661 -0.0266 2.0829 0.18
H 0.3554 2.7232 -0.7772 0.10

---

Record 7
151
Properties=species:S:1:pos:R:3:lowdin_charge:R:1 method="wB97M-V/def2-TZVPD" orbital_gap_ev=8.06 max_force_ev_per_a=3.98 charge=+1 molar_mass_g_mol=907.22
K -0.3624 0.9310 0.1033 0.80
C 3.8238 -2.3065 -1.7434 -0.69
O 3.8291 -2.7212 -2.8617 0.05
N 5.0575 -2.0826 -1.0709 0.13
N 2.7351 -2.0773 -0.9715 0.17
H 5.9362 -2.2285 -1.5635 0.10
H 5.1381 -1.5252 -0.2265 0.08
H 1.8283 -1.8093 -1.3606 0.06
H 2.8745 -1.6614 -0.0377 0.08
C 2.6965 2.3672 3.7613 -0.67
O 1.8959 3.0670 3.1898 0.04
N 2.3761 1.7455 4.8959 0.20
N 3.9386 2.1279 3.2971 0.21
H 1.3828 1.7776 5.1528 0.10
H 3.0411 1.1540 5.3342 0.10
H 4.2452 1.2328 3.6208 0.10
H 4.2308 2.2777 2.3477 0.10
C 1.8453 -2.0210 4.6015 -0.67
O 2.5243 -1.2602 3.8833 -0.01
N 2.2903 -3.2460 4.9630 0.16
N 0.7343 -1.7149 5.2187 0.18
H 3.2690 -3.4654 4.9187 0.11
H 1.6635 -3.7747 5.5891 0.12
H 0.2460 -2.5609 5.5445 0.13
H 0.2570 -0.9596 4.7623 0.09
O -3.6768 0.8968 -0.6706 -0.06
H -3.6691 -0.0210 -1.0004 0.04
H -3.3183 1.4879 -1.3520 0.03
O -0.6931 -2.1462 -0.8309 -0.07
H -0.9216 -2.5257 -1.6856 -0.01
H -1.2217 -2.6384 -0.1664 0.06
O -0.5814 2.3060 4.5256 -0.04
H -1.5187 2.1335 4.5557 0.05
H -0.5841 3.2692 4.5285 0.01
O 2.2836 -0.1605 1.4115 -0.10
H 2.2659 0.8154 1.3849 0.00
H 2.2391 -0.4614 2.3506 0.00
O 1.4766 0.4369 -2.1410 -0.11
H 1.1147 0.8458 -2.9757 0.04
H 2.2485 -0.1219 -2.3876 0.04
O -2.9210 2.5084 1.1992 -0.07
H -3.5973 2.7221 1.8444 0.05
H -3.3081 1.8796 0.5681 -0.03
O 0.0154 2.0838 -4.4893 -0.03
H 0.5980 2.7500 -4.8755 0.07
H -0.2302 1.5618 -5.2590 0.04
O -1.9083 2.5431 -2.1843 -0.07
H -1.5058 3.0843 -1.4886 0.00
H -1.3816 2.6285 -3.0061 0.03
O -0.6783 5.3122 4.3595 -0.04
H -0.7683 5.4024 5.3219 0.06
H 0.2214 5.0380 4.1582 0.03
O -0.5707 3.9325 0.0757 -0.10
H 0.2535 3.6924 0.5586 -0.01
H -1.3113 3.7771 0.6720 0.01
O -0.8130 -0.0410 2.5616 -0.10
H -1.7175 -0.3519 2.3818 0.04
H -0.8229 0.6915 3.1624 -0.01
O 1.6976 2.8828 0.7534 -0.12
H 1.8131 3.0359 1.7375 -0.02
H 2.2811 3.4667 0.2584 0.02
C -0.4506 -4.3804 -5.3863 0.00
C -0.1865 -3.6560 -4.0523 -0.52
C 0.5206 -2.3874 -4.3395 -0.15
C -0.2439 -1.4787 -5.2740 -0.16
C -1.5668 -1.1655 -4.5222 -0.12
C -2.3963 -2.3596 -3.9390 -0.46
N -1.4622 -3.4010 -3.3786 -0.14
O -2.0572 -4.5720 -2.9324 0.00
C -3.2985 -1.7417 -2.8712 -0.04
C -3.2847 -2.9339 -5.0865 -0.02
C 0.6188 -4.5584 -3.1096 -0.01
H -1.3005 -3.9686 -5.8997 0.05
H -0.5372 -5.4344 -5.2121 0.08
H 0.4577 -4.3518 -5.9897 0.10
H 0.7390 -1.7603 -3.4667 0.10
H 1.5390 -2.6140 -4.7394 0.14
H -0.4891 -1.9623 -6.2070 0.10
H 0.1973 -0.5697 -5.7192 0.11
H -2.2501 -0.6014 -5.1867 0.13
H -1.3673 -0.5053 -3.6624 0.11
H -3.9956 -1.1782 -3.4614 0.09
H -3.8382 -2.5205 -2.2895 0.10
H -2.6539 -1.2478 -2.1175 0.06
H -3.4316 -4.0054 -4.9307 0.08
H -4.3172 -2.5854 -5.1077 0.09
H -2.7905 -2.7750 -6.0225 0.07
H 0.7237 -4.1334 -2.1054 0.08
H 1.6006 -4.6849 -3.5424 0.09
H 0.1935 -5.5477 -3.0411 0.08
H -2.4263 -5.0899 -3.6560 0.09
C 5.9187 3.7722 -2.4429 -0.02
C 5.6422 3.1983 -1.0114 -0.47
C 6.9134 3.0796 -0.2647 -0.16
C 7.4691 4.4026 0.2605 -0.16
C 6.3648 5.0585 1.1091 -0.14
C 5.0610 5.2864 0.3881 -0.53
N 4.6398 3.9952 -0.1814 -0.06
O 3.4375 4.0937 -0.9033 -0.07
C 4.0478 5.7090 1.4273 -0.02
C 5.1637 6.4185 -0.6476 -0.01
C 5.0082 1.7802 -1.2853 -0.02
H 6.5713 2.9939 -2.8874 0.10
H 6.4159 4.7481 -2.3701 0.06
H 5.0062 3.8855 -3.0553 0.09
H 6.9058 2.3823 0.5505 0.12
H 7.6998 2.7122 -0.9228 0.13
H 7.7867 5.0655 -0.5990 0.12
H 8.3561 4.3634 0.8884 0.11
H 6.7591 6.0154 1.4587 0.13
H 6.2382 4.3265 1.9081 0.12
H 4.2031 6.6782 1.8625 0.09
H 3.0284 5.7351 1.0124 0.10
H 4.1070 4.9612 2.1964 0.07
H 5.4119 7.3835 -0.2274 0.10
H 5.7766 6.2269 -1.4691 0.04
H 4.1670 6.4758 -1.0891 0.09
H 5.6845 1.2105 -1.9279 0.08
H 4.0330 1.7167 -1.7697 0.07
H 4.8752 1.2357 -0.3566 0.07
H 3.6010 4.5803 -1.7502 0.12
C -4.5710 -4.0277 0.9461 -0.02
C -4.8485 -3.6078 2.4426 -0.47
C -4.1757 -2.2652 2.7655 -0.12
C -4.8053 -1.0480 1.9852 -0.16
C -6.2789 -1.0449 2.3756 -0.15
C -7.1016 -2.3229 2.0057 -0.47
N -6.3167 -3.4548 2.5827 -0.10
O -6.9351 -4.6748 2.1664 -0.04
C -8.4451 -2.2749 2.7983 -0.03
C -7.4164 -2.4163 0.4614 -0.01
C -4.3674 -4.6962 3.4773 -0.02
H -3.5590 -4.4220 0.8591 0.07
H -4.6938 -3.2005 0.2524 0.04
H -5.1793 -4.9039 0.6744 0.09
H -4.2582 -2.1709 3.8424 0.11
H -3.0984 -2.3533 2.5847 0.10
H -4.7077 -1.0854 0.9203 0.08
H -4.4104 -0.0691 2.2951 0.10
H -6.7525 -0.1740 1.9099 0.12
H -6.2410 -0.9063 3.4619 0.12
H -9.0883 -3.0379 2.3469 0.08
H -8.3213 -2.4778 3.8749 0.09
H -8.7964 -1.2858 2.5816 0.07
H -7.6317 -1.3943 0.1073 0.09
H -6.5710 -2.8146 -0.1194 0.06
H -8.2559 -3.1157 0.3642 0.08
H -3.3174 -4.9681 3.3284 0.08
H -4.9318 -5.6167 3.4043 0.07
H -4.4363 -4.3793 4.5071 0.07
H -7.3132 -5.0939 2.9408 0.10

---

Record 8
39
Properties=species:S:1:pos:R:3:lowdin_charge:R:1 method="wB97M-V/def2-TZVPD" orbital_gap_ev=7.56 max_force_ev_per_a=1.03 charge=+1 molar_mass_g_mol=620.43 de_lowest_kcal_mol=0.00
Au 0.2389 0.7076 -0.2315 1.08
S 3.9599 2.4185 1.3307 1.10
C 3.4107 1.3203 2.5119 -0.38
C 2.2233 0.7353 2.1864 -0.19
C 1.7498 1.2223 0.9494 -0.34
C 2.5908 2.1233 0.3508 -0.52
C 2.3104 2.5878 -0.9928 -0.26
C 3.0329 3.5203 -1.7193 0.01
C 2.5930 3.8835 -2.9788 -0.01
C 1.4302 3.3251 -3.4938 -0.02
C 0.7572 2.3900 -2.7369 -0.10
N 1.2008 2.0250 -1.5316 -0.03
H 3.9996 1.1563 3.4004 0.08
H 1.7262 0.0077 2.8110 0.10
H 3.9236 3.9594 -1.2913 0.12
H 3.1498 4.6102 -3.5549 0.13
H 1.0526 3.5945 -4.4688 0.12
H -0.1432 1.9066 -3.0845 0.11
C -3.0572 -2.3764 0.7419 0.02
N -3.4023 -0.9627 0.5441 -0.09
C -4.5842 -0.5004 0.0089 0.00
C -4.5378 0.8511 0.0281 -0.02
N -3.3221 1.1825 0.5783 0.10
C -2.6250 0.0756 0.8753 -0.71
S -1.0628 -0.0054 1.6073 0.73
H -3.9619 -2.9615 0.6073 0.11
H -2.6783 -2.5143 1.7500 0.09
H -2.3190 -2.6896 0.0136 0.07
H -5.3515 -1.1716 -0.3325 0.14
H -5.2545 1.5870 -0.2868 0.13
H -2.9791 2.1106 0.7675 0.17
F 0.4584 -2.3014 -4.0488 0.17
C -0.0818 -1.1430 -3.7183 -0.68
F -0.9454 -0.7619 -4.6502 0.16
F 0.8918 -0.2269 -3.6383 0.12
S -0.9210 -1.3184 -2.0852 0.52
O 0.1049 -1.8339 -1.1928 -0.33
O -2.0684 -2.1279 -2.3379 -0.25
O -1.2631 0.0972 -1.6761 -0.46